{"formula": "C22H42N3O3P2PtS6Se", "method": "ωB97M-V/def2-TZVPD", "s_squared": 0.759, "homo_lumo_gap_ev": [6.23, 5.76], "spin_multiplicity": 2, "charge": 0, "max_force_ev_per_a": 2.0, "total_energy_ev": -186294.5222, "symbols": ["Pt", "S", "S", "S", "S", "C", "N", "C", "C", "N", "C", "C", "Se", "H", "H", "H", "H", "H", "H", "H", "H", "C", "C", "P", "C", "C", "C", "C", "H", "H", "H", "H", "H", "H", "H", "H", "H", "H", "H", "H", "H", "H", "H", "C", "C", "C", "O", "P", "S", "S", "O", "C", "C", "C", "H", "H", "H", "H", "H", "H", "H", "H", "H", "H", "H", "H", "H", "H", "O", "N", "C", "C", "C", "C", "C", "H", "H", "H", "H", "H"], "coordinates": [[-1.786, -0.849, 0.125], [-1.379, -0.371, 2.399], [-3.170, -0.438, 3.439], [-4.369, -1.715, 2.545], [-4.275, -1.347, 0.589], [0.562, -1.893, -3.703], [0.218, -0.484, -3.693], [0.999, 0.530, -4.188], [0.313, 1.679, -3.993], [-0.869, 1.345, -3.375], [-1.869, 2.297, -2.913], [-0.903, 0.023, -3.161], [-2.314, -0.946, -2.384], [1.502, -2.008, -4.231], [-0.233, -2.458, -4.186], [0.711, -2.213, -2.680], [1.975, 0.344, -4.598], [0.560, 2.698, -4.234], [-1.476, 3.297, -3.077], [-2.053, 2.130, -1.854], [-2.794, 2.169, -3.471], [-2.267, -4.515, -1.363], [-0.897, -4.102, -0.835], [-0.922, -2.879, 0.519], [-1.802, -3.797, 1.821], [-1.138, -5.098, 2.264], [0.812, -2.723, 1.093], [1.792, -3.815, 0.670], [-2.150, -5.222, -2.185], [-2.833, -3.662, -1.730], [-2.857, -5.008, -0.588], [-0.246, -3.740, -1.623], [-0.395, -4.974, -0.407], [-2.813, -3.976, 1.455], [-1.901, -3.120, 2.667], [-1.126, -5.850, 1.473], [-1.688, -5.520, 3.105], [-0.110, -4.937, 2.595], [0.748, -2.645, 2.180], [1.163, -1.754, 0.730], [1.487, -4.808, 1.002], [2.769, -3.601, 1.103], [1.927, -3.828, -0.411], [4.303, 3.755, -1.077], [3.037, 3.167, -1.673], [1.792, 3.822, -1.106], [3.102, 1.738, -1.578], [2.547, 0.596, -0.591], [3.184, -1.097, -1.322], [0.580, 0.872, -0.274], [3.341, 0.807, 0.795], [2.930, 1.625, 1.903], [4.191, 2.210, 2.511], [2.176, 0.769, 2.903], [4.384, 4.813, -1.332], [5.181, 3.232, -1.455], [4.286, 3.668, 0.010], [3.047, 3.345, -2.752], [1.771, 3.777, -0.015], [0.881, 3.351, -1.472], [1.804, 4.874, -1.401], [2.274, 2.421, 1.538], [4.797, 1.412, 2.942], [3.936, 2.916, 3.304], [4.794, 2.724, 1.764], [2.817, -0.048, 3.241], [1.275, 0.350, 2.456], [1.888, 1.365, 3.772], [-2.559, 1.204, -0.215], [-2.992, 1.911, 0.825], [-4.318, 1.980, 1.045], [-4.804, 2.715, 2.102], [-3.915, 3.367, 2.941], [-2.557, 3.285, 2.686], [-2.106, 2.542, 1.613], [-4.913, 1.422, 0.342], [-5.872, 2.755, 2.264], [-4.278, 3.938, 3.785], [-1.832, 3.785, 3.311], [-1.074, 2.420, 1.320]], "atomic_forces_ev_per_a": [[-0.747, 0.563, -0.023], [0.826, -0.592, -0.174], [0.369, 1.766, 0.746], [-0.780, -1.858, 0.101], [0.025, 0.374, -1.012], [0.032, 0.042, -0.006], [0.032, 0.004, 0.061], [0.008, 0.005, 0.014], [-0.011, 0.022, -0.027], [0.091, 0.043, 0.085], [0.029, 0.053, -0.062], [-0.054, 0.104, -0.027], [0.140, -0.335, 0.242], [0.037, -0.014, -0.064], [0.046, -0.012, 0.052], [0.043, -0.107, 0.155], [-0.004, 0.014, 0.005], [0.010, -0.028, 0.029], [0.008, 0.023, -0.031], [0.008, 0.038, -0.104], [-0.009, -0.014, -0.014], [-0.017, -0.001, 0.013], [-0.027, -0.021, 0.076], [0.197, -0.203, 0.106], [0.012, 0.033, 0.033], [0.041, -0.061, -0.033], [-0.039, 0.043, -0.079], [0.003, -0.015, -0.009], [-0.002, 0.013, 0.007], [-0.015, 0.010, 0.015], [-0.001, 0.026, -0.015], [-0.018, 0.134, -0.157], [0.053, 0.026, -0.034], [-0.079, 0.036, 0.015], [0.012, 0.059, 0.031], [0.010, 0.024, 0.019], [-0.013, 0.009, -0.016], [-0.039, 0.001, 0.003], [-0.018, 0.039, 0.037], [0.022, -0.043, -0.016], [-0.004, -0.002, -0.013], [-0.017, 0.025, -0.016], [-0.013, 0.001, 0.031], [-0.001, 0.026, 0.035], [0.070, 0.001, 0.048], [-0.058, 0.027, 0.023], [-0.102, -0.039, -0.092], [0.048, 0.007, 0.121], [-0.168, -0.106, -0.168], [-0.051, 0.000, -0.097], [0.047, 0.092, -0.011], [-0.029, -0.040, 0.059], [0.010, 0.009, 0.015], [-0.019, -0.018, -0.018], [-0.007, -0.004, -0.005], [-0.016, 0.003, 0.002], [0.002, -0.005, -0.044], [0.004, -0.012, -0.031], [-0.001, -0.014, -0.048], [0.041, 0.026, -0.021], [-0.003, 0.010, 0.011], [0.022, -0.020, 0.005], [0.005, 0.001, -0.015], [-0.003, -0.012, 0.002], [-0.015, -0.004, 0.022], [0.004, 0.005, -0.006], [0.063, 0.038, 0.025], [-0.013, 0.002, 0.002], [-0.019, -0.030, 0.288], [0.017, -0.109, -0.028], [0.089, 0.006, 0.010], [0.011, 0.017, -0.025], [-0.075, 0.038, 0.033], [0.086, -0.041, -0.037], [-0.109, 0.001, 0.005], [-0.034, -0.032, 0.000], [0.010, 0.001, 0.001], [0.006, -0.003, -0.015], [-0.006, -0.007, 0.003], [0.052, -0.039, 0.007]]}

{"formula": "C6H13NO2S", "method": "ωB97M-V/def2-TZVPD", "s_squared": 2.009, "homo_lumo_gap_ev": [5.05, 7.08], "spin_multiplicity": 3, "charge": 0, "max_force_ev_per_a": 5.8, "total_energy_ev": -22845.6919, "symbols": ["C", "C", "C", "C", "C", "C", "N", "O", "O", "S", "H", "H", "H", "H", "H", "H", "H", "H", "H", "H", "H", "H", "H"], "coordinates": [[-1.185, 0.442, 0.807], [-2.272, 1.477, 0.337], [0.158, 0.664, 0.047], [1.615, -0.972, 1.523], [2.087, -0.702, -1.016], [1.046, -0.641, 0.074], [-1.780, 1.823, -1.042], [-1.115, -0.493, -1.992], [0.248, -1.828, -0.135], [-0.519, 0.865, -1.638], [-1.335, 0.457, 1.884], [-1.512, -0.615, 0.564], [-3.168, 0.867, 0.533], [-2.295, 2.271, 0.963], [0.652, 1.536, 0.198], [1.739, -2.123, 1.477], [0.921, -0.612, 2.144], [2.493, -0.471, 1.724], [2.481, -1.624, -1.068], [1.695, -0.423, -1.893], [2.927, 0.091, -0.891], [-2.559, 1.858, -1.661], [-0.322, -1.844, -0.937]], "atomic_forces_ev_per_a": [[-0.728, -0.567, 0.153], [1.950, -3.779, -1.813], [-2.190, -4.409, 2.605], [0.281, -2.784, -4.523], [1.970, 4.302, 3.286], [-0.210, -0.921, 0.217], [-1.824, 0.663, 2.630], [0.373, -0.200, -0.061], [-0.787, -0.269, 0.095], [-0.447, -0.067, -4.033], [1.252, 0.122, 0.480], [0.361, 1.321, -0.066], [-0.345, 0.637, -1.160], [0.087, 2.777, 1.727], [1.626, 2.565, 0.760], [-0.161, 2.089, 0.604], [-2.757, 0.602, 2.886], [2.171, 0.922, 0.232], [1.488, -3.195, -0.061], [-1.718, 0.667, -3.498], [-1.126, -1.307, 0.201], [-0.097, 0.189, -1.119], [0.830, 0.643, 0.457]]}

{"formula": "C2ClNO3", "method": "ωB97M-V/def2-TZVPD", "homo_lumo_gap_ev": 10.79, "charge": 0, "max_force_ev_per_a": 6.1, "total_energy_ev": -22224.4419, "symbols": ["C", "C", "N", "O", "O", "O", "Cl"], "coordinates": [[-0.082, -0.140, 1.291], [0.460, 0.695, -0.953], [0.369, 0.597, 0.304], [-0.390, -0.252, 2.440], [0.636, 1.326, -1.944], [-0.742, -1.144, 0.182], [-0.252, -1.082, -1.319]], "atomic_forces_ev_per_a": [[-1.618, -0.047, -2.318], [-0.178, 1.455, 0.313], [3.005, 4.713, 2.457], [1.323, 0.135, -3.124], [0.427, -0.376, 1.373], [-2.189, -3.805, 2.044], [-0.769, -2.075, -0.746]]}

{"formula": "C4H5ClN2", "method": "ωB97M-V/def2-TZVPD", "homo_lumo_gap_ev": 9.27, "charge": 0, "max_force_ev_per_a": 8.3, "total_energy_ev": -19727.1871, "symbols": ["C", "N", "N", "C", "C", "C", "Cl", "H", "H", "H", "H", "H"], "coordinates": [[0.250, 1.277, 2.079], [1.103, 0.400, 1.638], [0.204, -0.716, 1.287], [-0.108, -1.006, 0.101], [0.240, -0.263, -1.037], [-0.577, -0.474, -2.159], [1.400, 1.031, -1.094], [-0.855, 1.312, 1.654], [0.521, 2.110, 2.716], [-0.536, -2.118, -0.069], [-0.336, -0.167, -3.048], [-1.304, -1.387, -2.067]], "atomic_forces_ev_per_a": [[-0.551, 0.276, -1.715], [-4.263, -0.044, 1.419], [1.699, -0.728, 0.491], [0.445, -2.746, 1.639], [-2.711, 0.860, -5.467], [0.191, -4.057, 7.276], [-0.058, -0.532, -0.075], [2.050, -0.448, 1.444], [0.527, 0.132, -0.285], [0.430, 2.926, 0.416], [0.922, 2.303, -4.879], [1.319, 2.058, -0.264]]}

{"formula": "H5N4P", "method": "ωB97M-V/def2-TZVPD", "homo_lumo_gap_ev": [5.92, 5.92], "charge": 0, "max_force_ev_per_a": 5.7, "total_energy_ev": -15325.6629, "symbols": ["N", "N", "N", "N", "P", "H", "H", "H", "H", "H"], "coordinates": [[-0.792, 0.110, -1.775], [-1.404, 0.576, -0.740], [-0.240, -1.495, 0.566], [1.538, 1.046, 0.948], [-1.143, -0.162, 0.808], [-1.252, 0.379, -2.572], [0.392, -1.587, -0.248], [-0.198, -2.139, 1.305], [1.451, 1.497, 0.065], [1.649, 1.775, 1.642]], "atomic_forces_ev_per_a": [[0.402, -1.154, 5.560], [1.033, -1.067, -2.777], [-0.160, 0.664, -2.116], [-1.738, -1.690, 0.675], [2.306, 1.358, 0.359], [-1.507, 1.795, -2.586], [-0.479, -0.025, 0.953], [0.362, -0.999, 0.775], [-0.081, 0.757, -0.927], [-0.138, 0.361, 0.085]]}

{"formula": "C7H11NO2S3", "method": "ωB97M-V/def2-TZVPD", "homo_lumo_gap_ev": [7.98, 7.98], "charge": 0, "max_force_ev_per_a": 3.5, "total_energy_ev": -45521.9928, "symbols": ["C", "C", "C", "C", "C", "C", "C", "N", "O", "O", "S", "S", "S", "H", "H", "H", "H", "H", "H", "H", "H", "H", "H", "H"], "coordinates": [[-2.444, -1.058, -0.007], [-1.343, -1.829, 0.649], [-0.186, -0.844, 0.976], [-0.114, 1.196, -0.299], [3.111, -0.653, -0.972], [-1.605, 1.373, -0.627], [2.504, 0.018, 0.154], [0.279, -0.201, -0.205], [-3.005, -1.381, -0.986], [-3.856, 1.212, 0.665], [3.321, -1.384, 0.729], [2.719, 1.668, 0.599], [-2.533, 0.684, 0.741], [-1.720, -2.181, 1.758], [-0.902, -2.559, -0.043], [-0.305, -0.148, 1.782], [0.515, -1.501, 1.394], [0.628, 1.484, -1.078], [0.140, 1.785, 0.631], [2.554, -1.314, -1.564], [3.905, -0.103, -1.453], [-1.779, 2.534, -0.719], [-2.107, 1.035, -1.600], [2.225, 2.167, -0.525]], "atomic_forces_ev_per_a": [[1.603, 0.203, 0.546], [-0.436, 0.521, 3.035], [-0.373, -0.237, -0.327], [1.281, -0.861, -0.689], [0.704, 0.371, 0.692], [-0.223, 2.356, -1.764], [-3.381, 0.013, -0.779], [2.560, 0.027, 0.390], [-1.400, -0.189, -1.086], [-3.336, 0.984, -0.358], [0.130, 0.330, -0.086], [0.813, 0.119, 0.865], [1.877, -0.434, 0.759], [0.795, 0.236, -2.922], [-0.634, -0.277, 0.534], [-0.869, 0.479, 0.627], [1.723, -1.144, 0.226], [-1.363, 0.792, -0.003], [-0.487, -0.442, -0.669], [-0.932, -0.490, -0.792], [0.539, -0.300, 0.023], [0.011, -2.073, 0.883], [1.325, -0.167, 1.170], [0.073, 0.184, -0.277]]}

{"formula": "C4H11NSi", "method": "ωB97M-V/def2-TZVPD", "homo_lumo_gap_ev": 10.19, "charge": 0, "max_force_ev_per_a": 4.8, "total_energy_ev": -13693.4474, "symbols": ["C", "C", "Si", "C", "C", "N", "H", "H", "H", "H", "H", "H", "H", "H", "H", "H", "H"], "coordinates": [[-0.701, -2.154, 1.540], [-0.478, -1.657, 0.309], [0.180, 0.359, -0.147], [-1.397, 1.163, -0.721], [1.618, 0.422, -1.258], [0.853, 0.870, 1.355], [-1.315, -2.970, 1.745], [-0.312, -1.628, 2.360], [-0.825, -2.296, -0.499], [-1.193, 1.166, -1.851], [-2.212, 0.482, -0.428], [-1.685, 2.156, -0.555], [1.992, 1.573, -1.291], [2.596, 0.132, -0.732], [1.581, 0.023, -2.225], [0.471, 0.368, 2.166], [1.203, 1.771, 1.673]], "atomic_forces_ev_per_a": [[0.817, 1.928, -2.035], [0.431, 1.624, 0.041], [-0.486, -2.382, 2.162], [0.730, -1.689, -2.248], [3.267, 3.186, 1.450], [-0.425, -0.317, 1.393], [-0.608, -1.626, 0.154], [0.272, 0.617, 1.351], [-0.194, 0.265, -0.311], [-0.882, -0.409, 1.151], [0.156, 0.308, -0.499], [-0.025, 1.476, 0.850], [-1.426, -2.084, -0.470], [-1.675, -0.573, -0.557], [-0.018, -0.425, -1.446], [0.305, 0.428, -0.457], [-0.238, -0.324, -0.530]]}

{"formula": "C5H11N3", "method": "ωB97M-V/def2-TZVPD", "homo_lumo_gap_ev": 9.46, "charge": 0, "max_force_ev_per_a": 3.1, "total_energy_ev": -9830.7032, "symbols": ["C", "N", "C", "C", "N", "C", "N", "C", "H", "H", "H", "H", "H", "H", "H", "H", "H", "H", "H"], "coordinates": [[1.148, -1.288, -0.167], [0.707, -0.113, -0.896], [1.807, 0.786, -1.186], [-0.454, 0.555, -0.403], [-0.492, 1.108, 1.003], [-1.680, 0.398, 1.331], [-1.556, -0.996, 1.102], [-1.736, -0.238, -0.165], [1.669, -1.039, 0.769], [0.290, -1.913, 0.067], [1.831, -1.854, -0.804], [1.454, 1.618, -1.795], [2.282, 1.198, -0.278], [2.566, 0.244, -1.751], [-0.663, 1.397, -1.068], [0.309, 0.932, 1.602], [-2.425, 0.830, 1.986], [-2.391, -1.516, 1.352], [-2.666, -0.109, -0.700]], "atomic_forces_ev_per_a": [[-0.107, -0.144, -0.201], [-0.042, 0.027, -0.073], [-0.055, 0.004, 0.054], [-0.029, 0.151, 0.127], [0.749, 0.272, 0.055], [-0.372, -0.179, -1.910], [0.297, -1.027, -0.129], [-0.522, 1.649, 2.569], [-0.013, -0.027, 0.034], [0.181, 0.018, 0.032], [0.052, 0.042, 0.064], [0.017, 0.021, -0.003], [-0.023, -0.043, -0.065], [0.034, 0.045, 0.022], [0.027, -0.139, -0.017], [0.056, -0.142, -0.057], [-0.235, -0.095, -0.239], [-0.132, 0.165, -0.088], [0.117, -0.598, -0.173]]}

In eV, the energy above the lowest of the compared OMol25 structures with the same formula, charge and spin values for the records above are, in order, 0.4998, 2.7280, 2.6400, 4.7578, 3.3431, 3.1527, 1.2287, 3.2031.